one) {
  "formula": "C4H10N4O",
  "method": "the ωB97M-V functional and the def2-TZVPD basis",
  "symbols": ["C", "C", "C", "C", "H", "H", "H", "H", "H", "H", "H", "H", "H", "H", "N", "N", "N", "N", "O"],
  "coordinates": [[-1.52983, -1.58781, -0.03653], [-1.12014, 0.81689, 0.47004], [-0.62415, 1.92927, -0.36171], [1.86458, -0.25041, -0.05253], [-2.68160, -1.37798, 0.24306], [-0.84642, -2.00127, 0.96114], [-1.64459, -2.37418, -1.11503], [-0.23372, 0.48851, 1.25337], [-2.16870, 0.70458, 0.94744], [-0.94129, 2.86911, 0.15611], [-1.10035, 1.95845, -1.45486], [2.39386, 1.56608, 0.81989], [2.84102, -1.61972, -0.55337], [0.61795, -1.78538, -0.53974], [-0.71685, -0.40435, -0.42222], [1.46094, 1.01503, 0.52527], [3.01297, -0.65319, -0.12569], [0.68743, -0.91567, -0.10840], [0.72890, 1.62204, -0.60624]],
  "lowdin_charge": [-0.16, -0.17, -0.25, -0.57, 0.09, 0.14, 0.14, 0.16, 0.13, 0.12, 0.17, 0.19, 0.09, 0.08, -0.20, 0.01, 0.15, 0.03, -0.15],
  "charge": 0,
  "homo_energy_ev": -8.4331,
  "spin_multiplicity": 1
}

two) {
  "formula": "C4H10N4O",
  "method": "the ωB97M-V functional and the def2-TZVPD basis",
  "symbols": ["N", "C", "C", "N", "N", "N", "C", "C", "O", "H", "H", "H", "H", "H", "H", "H", "H", "H", "H"],
  "coordinates": [[0.87166, -0.25240, -0.06404], [-0.46517, -0.79548, 0.24028], [-1.09548, 0.44421, 0.11837], [1.51052, -0.76378, -1.21284], [-2.42076, 0.81257, -0.22611], [0.56111, 2.18026, 0.69895], [0.11848, 1.24429, -0.21274], [-0.68601, -2.12230, 0.40791], [1.78798, -0.35391, 0.99883], [2.66154, -0.19512, 0.60602], [1.06235, -0.36727, -2.03338], [1.35194, -1.77315, -1.23282], [-2.99722, 1.02086, 0.58411], [-2.88434, 0.08331, -0.76003], [1.46747, 2.59849, 0.53691], [0.39343, 1.93061, 1.66430], [0.30604, 1.60653, -1.23781], [0.13430, -2.81056, 0.52365], [-1.67786, -2.48715, 0.60047]],
  "lowdin_charge": [-0.25, -0.33, -0.29, 0.13, 0.05, 0.09, -0.25, -0.01, 0.04, 0.11, 0.10, 0.10, 0.06, 0.07, 0.09, 0.10, 0.14, 0.02, 0.02],
  "charge": 0,
  "homo_energy_ev": -5.9832,
  "spin_multiplicity": 1
}

three) {
  "formula": "C4H10N4O",
  "method": "the ωB97M-V functional and the def2-TZVPD basis",
  "symbols": ["H", "N", "C", "C", "C", "N", "O", "H", "H", "H", "H", "H", "H", "H", "N", "C", "N", "H", "H"],
  "coordinates": [[-1.59157, 1.51645, 1.04457], [-0.95428, 1.34272, 0.26268], [-0.19429, 0.34157, 0.43825], [-0.14112, -0.50379, 1.67990], [1.32101, 0.35081, -0.43829], [2.19946, 1.20490, 0.26638], [1.81858, -0.90107, -0.50694], [-1.05088, -1.10626, 1.73837], [-0.09537, 0.11669, 2.57980], [0.71386, -1.17873, 1.65055], [1.04151, 0.79378, -1.40263], [1.80185, 2.11797, 0.44107], [2.54675, 0.77714, 1.11507], [1.09108, -1.52309, -0.89494], [-0.39431, -2.00142, -1.36201], [-1.17019, -1.12769, -1.28993], [-2.20677, -0.35497, -1.58388], [-2.12722, 0.59608, -1.23094], [-2.60810, -0.46109, -2.50709]],
  "lowdin_charge": [0.06, 0.08, -0.39, -0.05, -0.48, 0.08, -0.05, 0.08, 0.08, 0.07, 0.13, 0.09, 0.09, 0.05, 0.18, -0.34, 0.12, 0.07, 0.12],
  "charge": 0,
  "homo_energy_ev": -8.5810,
  "spin_multiplicity": 1,
  "smiles": "[H]/N=C(\\C)[C@@H](N)O.N#CN"
}

It is three) that is most stable; the runner-up trails by 0.1361 hartree.

one) {
  "formula": "C5H17NO2",
  "method": "the ωB97M-V functional and the def2-TZVPD basis",
  "symbols": ["C", "C", "N", "C", "C", "C", "H", "H", "H", "H", "H", "H", "H", "H", "H", "H", "H", "H", "H", "O", "H", "H", "O", "H", "H"],
  "coordinates": [[-1.72742, 1.31817, -2.29440], [-0.73733, 1.01100, -1.16129], [-0.84572, -0.34917, -0.59728], [0.05505, -0.52721, 0.56049], [-0.50999, 0.20257, 1.73261], [0.17821, -2.08734, 0.83401], [-2.74523, 0.96617, -2.02502], [-1.81088, 2.33919, -2.62429], [-1.35825, 0.69834, -3.10328], [-1.01320, 1.66036, -0.33816], [0.26611, 1.16853, -1.52517], [-1.66676, -0.88178, -0.76027], [1.01411, -0.37756, 0.05207], [-1.60542, -0.00493, 1.93565], [-0.67611, 1.27910, 1.64846], [0.15759, 0.06377, 2.58708], [0.75592, -2.32791, 1.77023], [0.57389, -2.56788, -0.08314], [-0.74823, -2.59332, 0.93719], [1.99652, -1.77416, -1.70225], [2.75053, -1.15915, -1.68913], [1.27145, -1.08125, -1.86315], [1.70683, 1.81253, 2.49144], [2.16069, 1.26250, 3.16712], [2.55762, 1.94944, 2.05049]],
  "lowdin_charge": [-0.09, -0.28, -0.08, -0.43, -0.11, -0.06, 0.08, 0.06, 0.06, 0.09, 0.10, 0.10, 0.11, 0.11, 0.05, 0.06, 0.09, 0.06, 0.05, -0.09, 0.04, 0.06, -0.07, 0.06, 0.04],
  "charge": 0,
  "homo_energy_ev": -8.1840,
  "spin_multiplicity": 1,
  "smiles": "CCNC(C)C.O.O"
}

two) {
  "formula": "C5H17NO2",
  "method": "the ωB97M-V functional and the def2-TZVPD basis",
  "symbols": ["C", "C", "C", "C", "N", "C", "H", "H", "H", "H", "H", "H", "H", "H", "H", "H", "H", "H", "H", "O", "H", "H", "O", "H", "H"],
  "coordinates": [[1.27282, 0.13304, 1.85544], [0.59382, 1.29748, 1.21581], [-0.75649, 0.88358, 0.56452], [-1.87875, 1.98660, 0.58644], [-0.57727, 0.34745, -0.80643], [-1.75751, -0.41514, -1.24449], [1.43220, 0.21344, 2.95067], [2.33164, 0.00230, 1.60812], [0.73930, -0.81675, 1.94166], [0.37835, 2.15097, 1.86334], [1.17130, 1.81966, 0.44677], [-1.05604, -0.00841, 1.10869], [-1.45896, 2.77029, 1.23134], [-1.91112, 2.43367, -0.39424], [-2.76174, 1.64585, 1.11209], [-0.27516, 0.96144, -1.54600], [-1.98165, -0.12445, -2.27906], [-2.71710, -0.25949, -0.74999], [-1.51557, -1.47654, -1.24390], [0.73426, -3.00477, -2.67887], [0.81623, -3.59228, -1.90484], [0.38845, -2.16005, -2.44157], [2.90535, -1.98806, -0.35143], [3.47749, -1.48616, -0.92864], [2.40614, -1.31368, 0.08456]],
  "lowdin_charge": [-0.12, -0.22, -0.39, -0.04, -0.10, -0.13, 0.08, 0.07, 0.08, 0.10, 0.11, 0.12, 0.06, 0.07, 0.07, 0.10, 0.08, 0.08, 0.06, -0.06, 0.05, -0.01, -0.04, 0.04, -0.03],
  "charge": 0,
  "homo_energy_ev": -8.8109,
  "spin_multiplicity": 1,
  "smiles": "CC[C@@H](C)NC.O.O"
}

It is two) that is most stable; the runner-up trails by 0.0133 hartree.

one) {
  "formula": "C7H11N3OS",
  "method": "the ωB97M-V functional and the def2-TZVPD basis",
  "symbols": ["H", "N", "C", "S", "C", "N", "O", "C", "C", "C", "C", "C", "N", "H", "H", "H", "H", "H", "H", "H", "H", "H", "H"],
  "coordinates": [[-2.92019, 4.77476, -1.76412], [-2.75354, 4.09076, -1.09505], [-1.67843, 3.42511, -1.08496], [-0.31915, 3.64418, -2.17784], [0.78665, 2.54070, -1.37022], [-0.15257, 1.59821, -0.70071], [-0.14540, 0.31794, -1.11751], [0.56909, -0.66790, -0.26982], [-0.37490, -1.52242, 0.58343], [0.42102, -2.50784, 1.50238], [-1.43477, 2.21819, -0.23320], [-1.17850, 2.57670, 1.14214], [-0.79392, 2.71738, 2.19244], [1.35713, 3.14754, -0.60444], [1.47070, 1.85385, -2.02311], [1.37670, -0.25255, 0.31826], [1.24652, -1.33449, -0.92717], [-0.85363, -0.69242, 1.08370], [-1.15892, -2.17805, 0.14399], [-0.22175, -3.29150, 2.01754], [1.20265, -3.10043, 0.99603], [0.97080, -1.93102, 2.30872], [-2.37404, 1.56421, -0.19801]],
  "lowdin_charge": [0.03, 0.12, -0.65, 0.97, -0.43, -0.24, -0.12, -0.18, -0.23, -0.12, -0.25, -0.20, 0.18, 0.09, 0.14, 0.11, 0.14, 0.09, 0.12, 0.08, 0.06, 0.08, 0.19],
  "charge": 0,
  "homo_energy_ev": -8.9867,
  "spin_multiplicity": 1,
  "smiles": "[H]/N=C1\\SCN(OCCC)[C@H]1C#N"
}

two) {
  "formula": "C7H11N3OS",
  "method": "the ωB97M-V functional and the def2-TZVPD basis",
  "symbols": ["N", "S", "N", "O", "N", "C", "C", "C", "C", "C", "C", "C", "H", "H", "H", "H", "H", "H", "H", "H", "H", "H", "H"],
  "coordinates": [[3.92752, 1.77446, -1.83731], [2.48857, 2.06006, -1.45616], [2.61525, 2.93478, -0.05963], [1.53168, 2.65948, -2.34059], [1.51431, 0.32772, -0.61551], [0.12434, 0.59135, -0.90009], [-0.75974, -0.37143, -0.14369], [-1.23533, -1.52747, -0.74523], [-2.06297, -2.39053, -0.04672], [-2.41579, -2.10916, 1.26104], [-1.92800, -0.96720, 1.87420], [-1.10300, -0.10456, 1.17552], [4.06061, 1.54976, -2.80677], [3.34739, 2.54091, 0.51162], [1.73583, 2.97994, 0.43244], [1.86717, -0.43163, -1.18861], [-0.10892, 0.54961, -1.97423], [-0.08768, 1.60843, -0.55510], [-0.97505, -1.74902, -1.77058], [-2.43780, -3.28382, -0.52636], [-3.07289, -2.77533, 1.80037], [-2.19803, -0.74618, 2.89662], [-0.72931, 0.79049, 1.65107]],
  "lowdin_charge": [-0.22, 0.67, -0.09, -0.34, -0.05, -0.31, -0.23, -0.05, -0.09, -0.10, -0.08, -0.05, 0.01, 0.07, 0.06, 0.06, 0.11, 0.10, 0.11, 0.10, 0.10, 0.10, 0.11],
  "charge": 0,
  "homo_energy_ev": -9.0831,
  "spin_multiplicity": 1,
  "smiles": "N=[S@@](N)(=O)NCc1ccccc1"
}

It is two) that is most stable; the runner-up trails by 0.0697 hartree.

one) {
  "formula": "C4H11N2O2",
  "method": "the ωB97M-V functional and the def2-TZVPD basis",
  "symbols": ["C", "C", "C", "C", "N", "N", "O", "O", "H", "H", "H", "H", "H", "H", "H", "H", "H", "H", "H"],
  "coordinates": [[-1.34045, 0.89474, 0.14793], [-0.69473, 0.85806, -1.32629], [0.78418, -0.89672, -0.48610], [1.16878, -0.69509, 0.97653], [-1.42164, -0.40629, 0.63802], [0.70321, 0.38324, -1.29623], [1.32757, 0.56360, 1.40393], [1.38486, -1.72714, 1.66865], [-0.82373, 1.55775, 0.72697], [-2.42454, 1.32441, 0.05401], [-1.37934, 0.13129, -1.80500], [-0.65946, 1.77050, -1.82305], [1.45225, -1.64472, -0.80566], [-0.28412, -1.38578, -0.55332], [-2.14253, -0.39145, 1.37769], [0.99320, 0.45802, -2.22370], [1.24779, 1.12521, -0.64839], [1.45816, 0.51439, 2.33806], [0.65053, -2.43402, 1.63595]],
  "lowdin_charge": [-0.32, -0.11, -0.07, -0.40, -0.05, 0.08, 0.14, 0.18, 0.06, 0.16, 0.14, 0.11, 0.12, 0.15, 0.06, 0.15, 0.24, 0.14, 0.22],
  "charge": 1,
  "homo_energy_ev": [-10.6027, -12.3584],
  "spin_multiplicity": 1
}

two) {
  "formula": "C4H11N2O2",
  "method": "the ωB97M-V functional and the def2-TZVPD basis",
  "symbols": ["C", "C", "C", "N", "C", "N", "H", "H", "H", "H", "H", "H", "H", "H", "H", "O", "H", "H", "O"],
  "coordinates": [[0.66065, 2.21342, 0.00019], [0.71110, 0.75435, 0.35823], [1.66698, -0.17794, 0.14991], [1.19705, -1.38320, 0.64097], [-0.03869, -1.18129, 1.09256], [-0.34488, 0.09528, 0.96074], [1.56711, 2.73657, 0.28511], [-0.13081, 2.71396, 0.55264], [0.44952, 2.19816, -1.06635], [2.69998, -0.01575, -0.10487], [1.42018, -2.30490, 0.28823], [-0.62945, -1.83769, 1.69732], [-1.22129, 0.50333, 1.25435], [-0.42813, -1.58439, -2.71975], [0.48576, -0.42367, -2.32354], [-0.06146, -1.13182, -1.95386], [-3.46198, 0.12212, -0.01553], [-2.99912, 1.51337, -0.43115], [-2.67732, 0.61544, -0.28234]],
  "lowdin_charge": [0.02, -0.26, -0.02, 0.12, -0.06, 0.15, 0.09, 0.09, 0.09, 0.15, 0.18, 0.16, 0.15, 0.06, 0.05, -0.04, 0.06, 0.06, -0.04],
  "charge": 1,
  "homo_energy_ev": -13.7196,
  "spin_multiplicity": 1
}

three) {
  "formula": "C4H11N2O2",
  "method": "the ωB97M-V functional and the def2-TZVPD basis",
  "symbols": ["C", "N", "C", "C", "O", "N", "C", "O", "H", "H", "H", "H", "H", "H", "H", "H", "H", "H", "H"],
  "coordinates": [[-0.51434, 0.75681, 1.90393], [-0.19857, 0.76133, 0.51121], [1.09098, 0.14309, 0.17188], [0.95129, -0.69123, -1.03515], [1.67821, -1.75842, -1.02953], [-0.57419, -1.17552, -0.84755], [-1.23822, 0.09868, -0.30277], [-1.66375, 0.91964, -1.33540], [-1.10030, 0.01498, 2.29900], [0.41178, 0.96621, 2.38646], [-1.12163, 1.62407, 1.96868], [1.22648, -0.62830, 0.99093], [1.84584, 0.80752, 0.09995], [0.80529, -0.12974, -1.98905], [1.90063, -2.17496, -1.84069], [-0.98210, -1.51990, -1.75466], [-0.52270, -1.98588, -0.21596], [-2.00744, -0.30826, 0.33404], [-1.20704, 1.72599, -1.27387]],
  "lowdin_charge": [-0.05, -0.13, -0.07, -0.35, 0.12, 0.19, -0.31, 0.09, 0.07, 0.10, 0.10, 0.17, 0.11, 0.19, 0.13, 0.20, 0.19, 0.16, 0.09],
  "charge": 1,
  "homo_energy_ev": -13.7779,
  "spin_multiplicity": 1,
  "smiles": "CN1C[C@@H](O)[NH2+][C@@H]1O"
}

four) {
  "formula": "C4H11N2O2",
  "method": "the ωB97M-V functional and the def2-TZVPD basis",
  "symbols": ["C", "C", "C", "C", "N", "N", "O", "O", "H", "H", "H", "H", "H", "H", "H", "H", "H", "H", "H"],
  "coordinates": [[1.23250, 1.41069, -0.99149], [1.25453, 2.84588, -0.61307], [-1.57689, -2.92915, 2.49964], [-1.11373, -2.04189, 1.66395], [1.89713, 1.13862, -2.10012], [0.32360, 0.56976, -0.50122], [-1.72525, -1.57111, 0.43564], [0.38340, -0.73265, -1.00421], [1.20008, 3.56716, -1.43292], [0.45263, 3.02574, 0.19121], [2.14020, 3.09318, -0.13418], [-1.26497, -3.05260, 3.53738], [-2.51462, -3.42212, 2.35798], [-0.30716, -1.36666, -0.54066], [-0.30602, -1.20093, 1.85003], [2.54518, 1.84128, -2.61375], [1.95796, 0.13447, -2.45104], [0.04715, 0.73637, 0.43101], [-2.45387, -2.14894, 0.28308]],
  "lowdin_charge": [-0.34, 0.02, 0.03, -0.21, 0.19, 0.06, -0.07, -0.01, 0.11, 0.13, 0.07, 0.08, 0.07, 0.13, 0.14, 0.20, 0.16, 0.14, 0.09],
  "charge": 1,
  "homo_energy_ev": -13.2317,
  "spin_multiplicity": 1
}

It is two) that is most stable; the runner-up trails by 0.0820 hartree.